1.
{"formula": "C6H21NO4", "method": "ωB97M-V/def2-TZVPD", "species": ["C", "C", "C", "C", "C", "N", "C", "H", "H", "H", "H", "H", "H", "H", "H", "H", "H", "H", "H", "H", "H", "H", "O", "H", "H", "O", "H", "H", "O", "H", "H", "O"], "positions_angstrom": [[-1.045, -1.874, -2.751], [-0.453, -1.077, -1.622], [-1.337, 0.114, -1.226], [-0.526, 1.063, -0.324], [-0.774, 2.378, -0.570], [-0.255, 3.457, 0.101], [0.076, 0.583, 0.937], [-2.139, -1.739, -2.685], [-0.915, -1.474, -3.774], [-0.608, -2.888, -2.883], [0.560, -0.657, -1.745], [-0.337, -1.717, -0.740], [-1.824, 0.635, -2.066], [-2.268, -0.246, -0.759], [-1.520, 2.631, -1.322], [0.372, 3.304, 0.866], [-0.524, 4.360, -0.230], [-0.503, 0.854, 1.843], [1.055, 1.002, 1.166], [0.232, -0.497, 0.884], [1.414, -2.190, 1.354], [0.507, -3.265, 1.710], [1.412, -3.158, 1.398], [-1.664, -2.423, 2.583], [-2.907, -1.626, 2.145], [-2.518, -2.502, 2.158], [2.727, 1.456, -2.208], [1.443, 2.136, -2.164], [2.379, 2.334, -2.031], [2.971, 0.127, 2.452], [2.336, 0.031, 3.726], [2.215, -0.335, 2.843]], "forces_ev_per_angstrom": [[0.0, 0.0, -1.7], [0.2, 0.7, 0.5], [0.0, -0.2, 0.7], [-2.4, 1.6, -1.2], [0.4, -1.0, 0.3], [-0.5, -0.5, -0.2], [0.6, -0.2, 0.5], [0.2, -1.2, 0.3], [0.5, 0.5, 0.5], [-0.9, 0.4, 0.6], [-0.2, -0.4, -0.6], [-0.2, -0.1, -0.1], [1.0, 0.1, -0.2], [0.3, -0.3, 0.6], [0.4, 0.1, -0.1], [0.1, 0.4, 0.0], [0.3, 0.3, 0.4], [-0.1, -0.4, -0.4], [0.2, 0.1, -0.3], [-0.1, 0.1, 0.3], [0.7, -0.1, 0.0], [-0.1, -0.7, 0.0], [-0.5, 0.7, 0.0], [0.1, 0.2, 0.2], [0.1, 0.1, 0.0], [-0.2, -0.3, -0.2], [0.6, 0.0, 0.0], [-0.3, 0.5, 0.3], [-0.3, -0.5, -0.2], [-0.1, -0.4, -0.7], [-0.6, -0.4, 0.5], [0.8, 0.7, 0.4]], "smiles": "CCC/C(C)=C/N.O.O.O.O", "total_charge": 0, "lumo_energy_ev": 0.28}

2.
{"formula": "C6H21NO4", "method": "ωB97M-V/def2-TZVPD", "species": ["C", "N", "C", "C", "C", "C", "C", "H", "H", "H", "H", "H", "H", "H", "H", "H", "H", "H", "H", "H", "H", "H", "O", "H", "H", "O", "H", "H", "O", "H", "H", "O"], "positions_angstrom": [[-0.374, 1.652, 0.365], [-0.633, 0.596, -0.614], [-1.925, 0.710, -1.284], [-2.855, -0.428, -0.726], [-1.997, -1.222, 0.240], [-0.545, -0.775, -0.058], [0.195, -1.671, -1.010], [-1.194, 2.275, 0.732], [0.111, 1.263, 1.258], [0.388, 2.314, -0.065], [-1.837, 0.450, -2.346], [-2.435, 1.672, -1.308], [-3.786, 0.044, -0.422], [-3.071, -1.108, -1.552], [-2.282, -2.263, 0.080], [-2.271, -1.069, 1.291], [-0.059, -0.755, 0.915], [-0.114, -1.489, -2.052], [1.280, -1.584, -0.961], [-0.160, -2.699, -0.933], [2.451, 1.594, 2.469], [2.195, 0.608, 3.535], [1.717, 1.224, 2.972], [1.777, 2.352, -2.104], [0.542, 1.349, -2.044], [1.104, 1.905, -2.624], [3.943, 0.907, 0.130], [2.543, 0.571, -0.249], [3.084, 0.691, 0.527], [1.626, -1.991, 1.335], [1.402, -2.425, 2.710], [1.179, -2.696, 1.794]], "forces_ev_per_angstrom": [[1.1, 0.4, 0.3], [-0.4, 0.5, 0.7], [-0.8, -1.5, -1.1], [0.3, 0.9, -1.0], [-1.0, 0.0, 0.5], [-0.6, 0.0, 0.5], [-0.7, -0.7, -1.3], [-0.4, -0.3, -0.4], [-0.1, -0.3, 0.0], [-0.3, 0.3, 0.1], [0.5, 0.3, 0.0], [0.6, 0.3, 0.6], [-0.1, -0.5, 0.6], [-0.3, 0.2, -0.1], [0.8, -0.2, 0.0], [0.3, 0.4, -0.1], [0.3, 0.2, -0.2], [0.2, 0.6, 0.2], [0.0, -0.1, 0.0], [0.6, -0.2, 0.7], [-0.2, 0.1, -0.4], [-0.3, -0.1, 0.2], [0.4, 0.0, 0.3], [-0.3, -0.1, 0.2], [0.3, 0.2, 0.3], [0.0, -0.2, -0.4], [-0.1, -0.1, 0.3], [-0.7, -0.1, -0.4], [0.9, 0.2, -0.1], [0.3, 0.4, -0.8], [-0.4, -0.6, -0.5], [0.3, 0.2, 1.4]], "smiles": "C[C@@H]1CCCN1C.O.O.O.O", "total_charge": 0, "lumo_energy_ev": 0.20}

3.
{"formula": "C6H21NO5", "method": "ωB97M-V/def2-TZVPD", "species": ["O", "C", "C", "C", "C", "C", "C", "N", "H", "H", "H", "H", "H", "H", "H", "H", "H", "H", "H", "H", "H", "H", "H", "O", "H", "H", "O", "H", "H", "O", "H", "H", "O"], "positions_angstrom": [[-3.406, 1.313, -0.080], [-2.380, 1.470, -0.703], [-1.463, 0.292, -1.032], [-0.145, 0.822, -1.728], [0.850, 1.460, -0.690], [1.706, 0.513, 0.145], [1.935, -0.969, -0.309], [3.182, -1.609, 0.144], [-2.100, 2.410, -1.087], [-1.259, -0.367, -0.146], [-2.103, -0.400, -1.667], [-0.306, 1.549, -2.556], [0.310, 0.009, -2.203], [1.506, 2.117, -1.358], [0.310, 2.202, 0.018], [1.256, 0.438, 1.221], [2.654, 0.993, 0.362], [1.787, -1.137, -1.445], [1.048, -1.740, 0.066], [3.941, -0.957, -0.157], [3.269, -1.778, 1.112], [-3.749, 0.644, 1.599], [-3.127, -0.414, 2.511], [-3.596, 0.516, 2.494], [1.948, -1.584, -3.551], [2.575, -2.794, -2.619], [2.370, -2.511, -3.499], [-0.680, -0.915, 2.103], [-1.013, -2.185, 1.290], [-1.476, -1.413, 1.670], [-2.003, 1.149, 3.016], [-0.733, 1.821, 3.701], [-1.107, 1.055, 3.377]], "forces_ev_per_angstrom": [[0.2, 0.6, -0.4], [-0.5, -3.1, 1.1], [0.1, 0.1, -0.9], [-1.1, 0.9, 1.6], [-0.5, 1.6, -1.2], [-1.1, -1.2, 2.4], [-2.5, -2.2, -0.2], [0.6, 1.6, -2.7], [0.4, 1.7, -0.6], [-0.1, 1.1, -0.6], [0.8, 0.9, 0.3], [-0.4, -0.3, 0.7], [0.9, -1.3, -0.7], [-0.5, -0.8, 1.1], [0.7, -1.2, -1.2], [0.5, 0.1, -1.8], [0.4, -0.1, -0.3], [0.8, 0.6, 1.8], [1.9, 2.2, -0.6], [-0.5, -1.0, 0.6], [-0.2, 0.1, 1.2], [-0.5, 0.5, -3.0], [-1.4, 2.5, -0.1], [1.9, -3.2, 3.2], [1.2, -2.4, 0.7], [0.0, 0.4, 1.0], [-1.1, 2.0, -1.7], [-2.3, -0.9, -0.8], [-0.6, 0.3, 0.2], [2.9, 0.5, 0.9], [-0.3, 0.5, 0.1], [0.7, 2.6, 0.9], [-0.2, -3.1, -1.1]], "smiles": "NCCCCCC=O.O.O.O.O", "total_charge": 0, "lumo_energy_ev": 0.34}

4.
{"formula": "C6H21NO5", "method": "ωB97M-V/def2-TZVPD", "species": ["C", "N", "C", "C", "C", "C", "C", "H", "H", "H", "H", "H", "H", "H", "H", "H", "H", "H", "H", "H", "O", "H", "H", "O", "H", "H", "O", "H", "H", "O", "H", "H", "O"], "positions_angstrom": [[3.035, -1.230, 1.044], [2.150, 1.034, -0.787], [1.305, 0.093, -0.162], [1.617, -0.909, 0.700], [0.564, -1.760, 1.246], [-0.619, -1.840, 0.591], [-1.773, -2.820, 0.815], [3.473, -0.472, 1.708], [3.686, -1.328, 0.172], [3.010, -2.281, 1.501], [2.195, 0.979, -1.816], [3.099, 0.915, -0.402], [0.222, 0.456, -0.290], [0.627, -2.009, 2.292], [-0.850, -1.138, -0.158], [-1.265, -3.801, 0.672], [-2.421, -2.553, -0.029], [-2.471, -2.524, 1.592], [0.876, 2.756, 2.011], [2.036, 2.328, 1.079], [1.661, 3.050, 1.555], [-3.368, -1.116, 1.160], [-3.725, 0.379, 1.340], [-3.431, -0.393, 1.831], [0.657, 3.001, -0.487], [-0.429, 4.012, -0.587], [-0.132, 3.196, -1.007], [-2.568, 0.144, -1.701], [-3.480, -0.786, -2.546], [-3.158, -0.617, -1.634], [0.424, 1.583, -3.706], [-0.531, 2.226, -2.735], [-0.417, 1.424, -3.259]], "forces_ev_per_angstrom": [[0.1, -1.7, 0.5], [1.7, -0.2, 0.3], [-2.2, 0.5, 0.6], [0.0, 1.9, -1.5], [-2.1, 1.1, -0.6], [0.2, -0.9, 2.1], [0.9, 1.4, -1.4], [0.0, -0.5, 0.1], [-0.1, 0.2, -0.1], [0.4, 1.6, -0.2], [-0.2, 0.0, 0.8], [-0.4, 0.1, -0.7], [1.6, -1.1, 0.1], [0.4, -1.2, 0.1], [0.4, 0.3, -1.4], [-1.4, 0.3, 0.8], [0.2, -0.9, -0.5], [0.7, -1.1, 1.2], [-0.2, -0.4, 0.1], [0.2, -1.1, -0.5], [-0.1, 1.5, 0.4], [-0.3, 1.2, 0.6], [0.0, -0.1, -0.1], [0.1, -0.8, -0.7], [0.3, -0.4, -0.1], [-0.2, 0.0, -0.2], [-0.2, 0.4, 0.2], [0.0, -0.1, -0.2], [0.4, 0.3, 0.9], [-0.3, -0.1, -0.6], [-0.2, -0.1, -0.1], [0.0, 0.1, 0.4], [0.2, 0.0, -0.2]], "smiles": "C/C=C/C(C)=C/N.O.O.O.O.O", "total_charge": 0, "lumo_energy_ev": 0.41}

Please write out number 1 again, unchanged.
{"formula": "C6H21NO4", "method": "ωB97M-V/def2-TZVPD", "species": ["C", "C", "C", "C", "C", "N", "C", "H", "H", "H", "H", "H", "H", "H", "H", "H", "H", "H", "H", "H", "H", "H", "O", "H", "H", "O", "H", "H", "O", "H", "H", "O"], "positions_angstrom": [[-1.045, -1.874, -2.751], [-0.453, -1.077, -1.622], [-1.337, 0.114, -1.226], [-0.526, 1.063, -0.324], [-0.774, 2.378, -0.570], [-0.255, 3.457, 0.101], [0.076, 0.583, 0.937], [-2.139, -1.739, -2.685], [-0.915, -1.474, -3.774], [-0.608, -2.888, -2.883], [0.560, -0.657, -1.745], [-0.337, -1.717, -0.740], [-1.824, 0.635, -2.066], [-2.268, -0.246, -0.759], [-1.520, 2.631, -1.322], [0.372, 3.304, 0.866], [-0.524, 4.360, -0.230], [-0.503, 0.854, 1.843], [1.055, 1.002, 1.166], [0.232, -0.497, 0.884], [1.414, -2.190, 1.354], [0.507, -3.265, 1.710], [1.412, -3.158, 1.398], [-1.664, -2.423, 2.583], [-2.907, -1.626, 2.145], [-2.518, -2.502, 2.158], [2.727, 1.456, -2.208], [1.443, 2.136, -2.164], [2.379, 2.334, -2.031], [2.971, 0.127, 2.452], [2.336, 0.031, 3.726], [2.215, -0.335, 2.843]], "forces_ev_per_angstrom": [[0.0, 0.0, -1.7], [0.2, 0.7, 0.5], [0.0, -0.2, 0.7], [-2.4, 1.6, -1.2], [0.4, -1.0, 0.3], [-0.5, -0.5, -0.2], [0.6, -0.2, 0.5], [0.2, -1.2, 0.3], [0.5, 0.5, 0.5], [-0.9, 0.4, 0.6], [-0.2, -0.4, -0.6], [-0.2, -0.1, -0.1], [1.0, 0.1, -0.2], [0.3, -0.3, 0.6], [0.4, 0.1, -0.1], [0.1, 0.4, 0.0], [0.3, 0.3, 0.4], [-0.1, -0.4, -0.4], [0.2, 0.1, -0.3], [-0.1, 0.1, 0.3], [0.7, -0.1, 0.0], [-0.1, -0.7, 0.0], [-0.5, 0.7, 0.0], [0.1, 0.2, 0.2], [0.1, 0.1, 0.0], [-0.2, -0.3, -0.2], [0.6, 0.0, 0.0], [-0.3, 0.5, 0.3], [-0.3, -0.5, -0.2], [-0.1, -0.4, -0.7], [-0.6, -0.4, 0.5], [0.8, 0.7, 0.4]], "smiles": "CCC/C(C)=C/N.O.O.O.O", "total_charge": 0, "lumo_energy_ev": 0.28}